Entry 1:
5 unconnected molecules or ions with the total composition C17H41B3BrNO12 at a distorted geometry. Source: the OMol25 dataset; level of theory: ωB97M-V with the def2-TZVPD basis set.

```
75
Properties=species:S:1:pos:R:3
N 7.467 3.292 -5.978
C 7.237 3.580 -7.136
O 6.673 3.555 -8.457
B 5.340 4.151 -8.288
O 5.290 5.464 -7.652
B 4.066 5.578 -6.885
O 3.417 4.376 -6.412
B 3.289 3.398 -7.488
Br 1.943 1.911 -7.279
O 4.131 3.453 -8.687
H 3.654 6.676 -6.706
C 1.767 2.197 -3.589
O 1.063 0.983 -3.809
C 1.007 0.169 -2.637
C -0.358 0.271 -1.959
O -0.572 1.576 -1.420
C -1.422 2.366 -2.239
H 1.585 2.856 -4.441
H 1.433 2.703 -2.680
H 2.841 1.995 -3.526
H 1.812 0.429 -1.941
H 1.162 -0.865 -2.959
H -0.386 -0.429 -1.118
H -1.162 -0.003 -2.651
H -2.457 2.026 -2.136
H -1.124 2.328 -3.290
H -1.358 3.402 -1.898
C -3.878 -4.520 0.141
O -4.090 -3.477 1.082
C -3.018 -2.536 1.099
C -3.386 -1.265 0.338
O -3.527 -1.522 -1.060
C -4.889 -1.615 -1.455
H -4.816 -5.069 0.023
H -3.576 -4.134 -0.835
H -3.115 -5.208 0.518
H -2.100 -2.981 0.700
H -2.838 -2.277 2.147
H -2.571 -0.542 0.449
H -4.295 -0.811 0.746
H -5.338 -0.617 -1.474
H -5.463 -2.265 -0.791
H -4.923 -2.033 -2.463
C -3.719 -0.828 8.164
O -3.835 -1.937 7.285
C -4.578 -1.622 6.108
C -3.655 -1.391 4.916
O -2.869 -0.212 5.089
C -1.538 -0.505 5.490
H -2.968 -1.069 8.921
H -3.407 0.078 7.640
H -4.676 -0.652 8.666
H -5.226 -0.754 6.276
H -5.218 -2.483 5.895
H -4.268 -1.236 4.022
H -3.016 -2.264 4.738
H -0.972 -0.897 4.639
H -1.508 -1.222 6.314
H -1.070 0.424 5.822
C 3.482 -2.279 2.577
O 4.253 -1.100 2.760
C 5.041 -0.784 1.614
C 4.408 0.339 0.799
O 3.182 -0.082 0.203
C 2.045 0.398 0.908
H 2.751 -2.338 3.387
H 2.946 -2.272 1.625
H 4.132 -3.158 2.628
H 5.205 -1.673 0.994
H 6.015 -0.446 1.980
H 5.085 0.605 -0.019
H 4.257 1.233 1.414
H 1.910 1.466 0.710
H 2.133 0.231 1.985
H 1.166 -0.138 0.545
```

Properties
Strongest force on any atom (hartree/bohr): 0.1261
Structure (SMILES): N#COB1OBOB(Br)O1.COCCOC.COCCOC.COCCOC.COCCOC
Orbital gap (eV): 8.948

Quick look at the Mulliken charges, all values in e: N -0.41; C 0.44; O -0.30; B 0.72; O -0.42; B 0.42; O -0.28; B 0.34; Br -0.17; O -0.27; H -0.05; C -0.69; O -0.32; C -0.37; C -0.41; O -0.28; C -0.75; H 0.18; H 0.32; H 0.31; H 0.16; H 0.40; H 0.20; H 0.42; H 0.25; H 0.32; H 0.23; C -0.73; O -0.36; C -0.32; C -0.51; O -0.29; C -0.84; H 0.26; H 0.31; H 0.31; H 0.34; H 0.12; H 0.40; H 0.37; H 0.31; H 0.36; H 0.27; C -0.72; O -0.37; C -0.69; C -0.17; O -0.38; C -0.67; H 0.24; H 0.32; H 0.32; H 0.37; H 0.36; H 0.23; H 0.33; H 0.26; H 0.34; H 0.25; C -0.67; O -0.37; C -0.51; C -0.59; O -0.28; C -0.69; H 0.23; H 0.26; H 0.33; H 0.33; H 0.37; H 0.39; H 0.37; H 0.33; H 0.57; H -0.04

Entry 2:
A molecular structure, C3H3Cl3OS2 at a distorted geometry. Source: the OMol25 dataset; level of theory: ωB97M-V with the def2-TZVPD basis set.

```
12
Properties=species:S:1:pos:R:3
C -1.442 -0.679 -0.303
C 0.186 -0.106 0.745
C 1.090 0.370 -0.309
O -0.279 0.818 1.575
S -0.956 -0.511 -1.995
S 0.103 1.099 -1.710
Cl 0.679 -1.536 1.570
Cl 2.134 -0.964 -0.877
Cl 2.245 1.678 0.227
H -1.670 -1.698 -0.055
H -2.272 -0.039 -0.145
H 0.182 1.570 1.276
```

Properties
Strongest force on any atom (hartree/bohr): 0.1020
Relative energy (zero: lowest compared OMol25 entry of this formula, charge and spin) (kcal per mole): 0.0
Orbital gap (eV): 8.934

Quick look at the natural (NBO) charges, all values in e: C -0.56; C 0.19; C -0.26; O -0.66; S 0.14; S 0.16; Cl 0.02; Cl 0.03; Cl 0.00; H 0.23; H 0.22; H 0.48

Entry 3:
A single C20H30N2O3 molecule at a distorted geometry. Source: the OMol25 dataset; level of theory: ωB97M-V with the def2-TZVPD basis set.

```
55
Properties=species:S:1:pos:R:3
C 6.549 2.907 -3.950
O 6.144 2.541 -2.590
C 4.719 2.542 -2.336
C 4.034 1.471 -2.945
C 3.158 1.942 -4.066
N 3.283 0.969 -1.828
C 2.976 -0.574 -2.247
C 2.612 -1.370 -0.947
C 1.241 -0.507 -0.331
O 0.995 -1.198 0.980
C -0.168 -0.996 1.475
C -1.440 -0.143 0.914
C -2.411 -0.127 1.635
C -2.618 -0.563 2.864
C -3.958 -0.498 3.720
O -3.834 0.214 4.892
N -5.087 -1.098 3.060
C -4.862 -2.081 2.070
C -6.415 -2.567 2.068
C -6.917 -2.231 3.448
C -6.172 -1.004 3.984
C -1.477 -1.580 3.260
C -0.448 -1.672 2.574
C 1.652 0.876 -0.347
C 2.161 1.645 -1.610
H 7.425 3.137 -3.997
H 6.105 3.875 -4.092
H 6.225 2.144 -4.606
H 4.825 2.457 -1.290
H 4.404 3.596 -2.601
H 4.891 0.677 -3.468
H 3.917 2.297 -4.840
H 2.640 1.112 -4.421
H 2.489 2.823 -3.977
H 3.841 -1.069 -2.626
H 2.079 -0.512 -3.149
H 3.206 -1.188 -0.351
H 2.117 -2.203 -1.305
H 0.505 -0.535 -1.088
H -1.023 0.178 -0.091
H -3.215 0.472 1.419
H -4.676 -1.545 1.095
H -4.220 -2.926 2.105
H -6.578 -3.507 1.543
H -6.931 -2.104 1.370
H -8.027 -2.362 3.524
H -6.625 -3.045 4.047
H -5.998 -0.968 5.003
H -6.943 -0.293 3.434
H -1.864 -1.754 4.174
H 0.480 -2.359 2.979
H 2.481 1.053 0.561
H 0.988 1.427 0.274
H 2.500 2.724 -1.136
H 1.265 1.498 -2.233
```

Properties
Strongest force on any atom (hartree/bohr): 0.3538
Structure (SMILES): COC[C@H](C)N1CCC(Oc2ccc(C(=O)N3CCCC3)cc2)CC1
Relative energy (zero: lowest compared OMol25 entry of this formula, charge and spin) (kcal per mole): 435.7
Orbital gap (eV): 8.269

Quick look at the natural (NBO) charges, all values in e: C -0.22; O -0.55; C -0.09; C -0.08; C -0.65; N -0.48; C -0.22; C -0.36; C 0.10; O -0.46; C 0.39; C -0.27; C -0.29; C -0.11; C 0.67; O -0.63; N -0.45; C -0.21; C -0.41; C -0.42; C -0.21; C -0.14; C -0.33; C -0.46; C -0.23; H 0.17; H 0.16; H 0.16; H 0.22; H 0.17; H 0.23; H 0.22; H 0.21; H 0.22; H 0.21; H 0.17; H 0.17; H 0.22; H 0.17; H 0.22; H 0.21; H 0.20; H 0.21; H 0.22; H 0.20; H 0.22; H 0.20; H 0.25; H 0.19; H 0.23; H 0.20; H 0.20; H 0.23; H 0.23; H 0.18

Entry 4:
A molecular structure, C17H33F9O9Y at a distorted geometry. Source: the OMol25 dataset; level of theory: ωB97M-V with the def2-TZVPD basis set.

```
69
Properties=species:S:1:pos:R:3
Y 0.225 0.253 1.847
C -0.076 5.565 2.502
O 0.766 5.285 1.335
O -0.597 4.308 2.698
C 0.964 6.081 3.611
F 1.614 5.092 4.181
F 1.933 6.839 3.131
F 0.344 6.785 4.566
C 0.574 6.098 0.220
C 1.670 6.052 -0.884
H 1.562 5.083 -1.372
H 1.486 6.991 -1.404
H 2.649 6.156 -0.417
H 0.419 7.155 0.438
H -0.400 5.835 -0.194
H -0.887 6.275 2.343
C 0.074 0.157 -5.055
O 1.379 -0.334 -5.448
O 0.170 0.270 -3.618
C -0.294 1.368 -6.029
F -1.139 2.288 -5.438
F 0.848 2.047 -6.413
F -0.966 0.926 -7.110
C 1.549 -0.858 -6.848
C 2.913 -1.492 -7.068
H 3.752 -0.797 -7.095
H 3.158 -2.172 -6.251
H 2.786 -1.955 -8.046
H 1.425 -0.093 -7.614
H 0.787 -1.620 -7.011
H -0.703 -0.602 -5.143
C -6.002 -2.524 1.344
O -6.704 -2.941 2.534
O -4.772 -1.891 1.869
C -5.918 -3.793 0.523
F -7.033 -4.420 0.342
F -5.474 -3.534 -0.710
F -5.069 -4.680 0.988
C -8.152 -2.757 2.612
C -8.676 -1.304 2.883
H -8.075 -0.745 3.600
H -8.549 -0.730 1.965
H -9.686 -1.296 3.292
H -8.478 -3.404 3.427
H -8.641 -3.217 1.753
H -6.479 -1.760 0.731
C 1.704 -1.167 7.338
O 0.799 -1.030 6.254
H 2.326 -2.061 7.341
H 2.369 -0.330 7.552
H 1.050 -1.242 8.207
C 1.508 -5.062 -2.110
C 2.450 -4.388 -1.027
O 1.694 -3.818 0.028
H 2.020 -5.455 -2.988
H 0.690 -4.441 -2.473
H 1.020 -5.935 -1.676
H 3.014 -3.605 -1.533
H 3.206 -5.114 -0.728
H 1.500 -4.496 0.679
C 6.621 -0.699 2.321
C 5.829 0.579 2.415
O 4.591 0.562 1.705
H 7.602 -0.602 2.788
H 6.711 -1.013 1.281
H 6.029 -1.494 2.774
H 6.477 1.380 2.057
H 5.719 0.857 3.463
H 4.798 0.586 0.768
```

Properties
Strongest force on any atom (hartree/bohr): 0.0913
Relative energy (zero: lowest compared OMol25 entry of this formula, charge and spin) (kcal per mole): 448.4
Orbital gap (eV): 1.780
Net charge: -1

Quick look at the natural (NBO) charges, all values in e: Y 1.22; C 0.28; O -0.55; O -0.75; C 0.92; F -0.32; F -0.33; F -0.34; C -0.05; C -0.63; H 0.22; H 0.21; H 0.21; H 0.14; H 0.15; H 0.15; C 0.26; O -0.55; O -0.66; C 0.93; F -0.34; F -0.34; F -0.33; C -0.07; C -0.62; H 0.21; H 0.21; H 0.20; H 0.17; H 0.16; H 0.16; C 0.24; O -0.54; O -0.63; C 0.92; F -0.32; F -0.34; F -0.32; C -0.06; C -0.65; H 0.22; H 0.20; H 0.21; H 0.18; H 0.17; H 0.16; C -0.28; O -0.57; H 0.14; H 0.15; H 0.20; C -0.64; C -0.06; O -0.73; H 0.21; H 0.23; H 0.19; H 0.18; H 0.16; H 0.47; C -0.63; C -0.06; O -0.73; H 0.21; H 0.20; H 0.21; H 0.15; H 0.18; H 0.47

Entry 5:
A single C6H12O molecule at a distorted geometry. Source: the OMol25 dataset; level of theory: ωB97M-V with the def2-TZVPD basis set.

```
19
Properties=species:S:1:pos:R:3
C 1.015 -1.763 -1.516
C 0.978 -0.485 -1.902
C 0.356 0.741 -1.272
C -0.928 0.582 -0.472
C -0.964 -0.202 0.866
C 0.020 0.125 1.964
O -0.040 1.558 2.302
H 0.378 -2.084 -0.696
H 1.827 -2.348 -1.933
H 1.798 -0.148 -2.547
H 0.145 1.436 -2.069
H 1.185 1.241 -0.708
H -1.695 0.207 -1.148
H -1.272 1.577 -0.158
H -0.722 -1.252 0.639
H -1.989 -0.219 1.237
H 1.092 -0.054 1.735
H -0.336 -0.424 2.848
H -0.849 1.513 2.830
```

Properties
Strongest force on any atom (hartree/bohr): 0.0439
Structure (SMILES): C=CCCCCO
Relative energy (zero: lowest compared OMol25 entry of this formula, charge and spin) (kcal per mole): 41.8
Orbital gap (eV): 10.510

Quick look at the natural (NBO) charges, all values in e: C -0.42; C -0.16; C -0.45; C -0.40; C -0.42; C -0.08; O -0.72; H 0.19; H 0.21; H 0.19; H 0.22; H 0.22; H 0.21; H 0.21; H 0.20; H 0.20; H 0.19; H 0.17; H 0.45